Model 1:
Below is an isolated molecule of C5H11NO2, with properties calculated with ωB97M-V/def2-TZVPD.

Results
structure (SMILES)	CN(C)C1OCCO1
charge	0
frontier orbital gap	0.3472	hartree
multiplicity	1
molar mass	117.148	g/mol
E_HOMO	-8.4	eV

Last columns: bonded neighbours and bond lengths (Å).
Cartesian coordinates (Å):
1 C -1.70 -0.48 -0.92  N2 1.456, H9 1.136, H10 1.097, H11 1.101
2 N -0.30 -0.11 -0.83  C1 1.456, C3 1.479, C4 1.448
3 C 0.48 -0.17 -2.09  N2 1.479, H12 1.040, H13 1.099, H14 1.163
4 C 0.01 0.97 0.09  N2 1.448, O5 1.456, O8 1.460, H15 1.035
5 O 1.40 1.02 0.51  C4 1.456, C6 1.416
6 C 1.51 0.05 1.52  O5 1.416, C7 1.540, H16 1.014, H17 1.092
7 C 0.12 -0.07 2.18  C6 1.540, O8 1.454, H18 1.137, H19 1.063
8 O -0.73 0.75 1.33  C4 1.460, C7 1.454
9 H -1.84 -1.06 -1.89  C1 1.136
10 H -2.28 0.45 -0.95  C1 1.097
11 H -2.05 -1.04 -0.04  C1 1.101
12 H 1.47 0.13 -1.98  C3 1.040
13 H 0.05 0.47 -2.87  C3 1.099
14 H 0.35 -1.24 -2.54  C3 1.163
15 H -0.34 1.85 -0.32  C4 1.035
16 H 2.15 0.26 2.28  C6 1.014
17 H 1.70 -0.95 1.11  C6 1.092
18 H -0.11 -1.18 2.23  C7 1.137
19 H 0.11 0.35 3.16  C7 1.063

Atomic partial charges in e from the Mulliken method, atoms 1 to 5: C -0.96; N 0.06; C -1.01; C -0.02; O -0.45

Model 2:
Below is an isolated molecule of C5H11NO2, with properties calculated with ωB97M-V/def2-TZVPD.

Results
structure (SMILES)	COC(=O)C(C)(C)N
charge	0
frontier orbital gap	0.3820	hartree
multiplicity	1
molar mass	117.148	g/mol
E_HOMO	-9.5	eV

Last columns: bonded neighbours and bond lengths (Å).
Cartesian coordinates (Å):
1 C -0.18 -2.90 0.20  O2 1.421, H9 1.102, H10 1.104, H11 1.103
2 O -0.50 -1.53 0.01  C1 1.421, C3 1.341
3 C 0.49 -0.66 0.24  O2 1.341, O4 1.199, C5 1.531
4 O 1.59 -1.00 0.57  C3 1.199
5 C 0.03 0.79 0.06  C3 1.531, C6 1.528, C7 1.538, N8 1.462
6 C 1.25 1.71 0.09  C5 1.528, H12 1.087, H13 1.075, H14 1.086
7 C -0.75 0.96 -1.25  C5 1.538, H15 1.092, H16 1.086, H17 1.090
8 N -0.78 1.05 1.25  C5 1.462, H18 1.016, H19 1.010
9 H 0.60 -3.20 -0.53  C1 1.102
10 H -1.11 -3.47 0.03  C1 1.104
11 H 0.21 -3.06 1.22  C1 1.103
12 H 0.99 2.70 -0.27  C6 1.087
13 H 2.03 1.31 -0.53  C6 1.075
14 H 1.62 1.80 1.11  C6 1.086
15 H -1.26 1.92 -1.25  C7 1.092
16 H -0.07 0.94 -2.10  C7 1.086
17 H -1.48 0.17 -1.38  C7 1.090
18 H -1.07 2.02 1.27  N8 1.016
19 H -1.61 0.47 1.25  N8 1.010

Atomic partial charges in e from the Mulliken method, atoms 1 to 5: C -0.67; O -0.31; C 0.01; O -0.60; C 2.05

Quick one: least stable of them? model 1

Model 1:
Below is an isolated molecule of C4H8N4O, with properties calculated with ωB97M-V/def2-TZVPD.

Results
structure (SMILES)	CCN1N=NN[C@@H]2O[C@@H]21
charge	0
frontier orbital gap	0.3340	hartree
multiplicity	1
molar mass	128.135	g/mol
E_HOMO	-8.2	eV

Last columns: bonded neighbours and bond lengths (Å).
Cartesian coordinates (Å):
1 C -2.00 0.00 -0.73  C2 1.536, H10 1.052, H11 1.048, H12 1.036
2 C -1.44 0.97 0.33  C1 1.536, N3 1.427, H13 1.047, H14 1.050
3 N -0.04 0.71 0.35  C2 1.427, N4 1.316, C9 1.599
4 N 0.77 1.48 -0.34  N3 1.316, N5 1.211
5 N 1.92 1.19 -0.58  N4 1.211, N6 1.351
6 N 2.48 0.02 -0.21  N5 1.351, C7 1.456, H15 1.025
7 C 1.68 -1.02 0.42  N6 1.456, O8 1.389, C9 1.443, H16 1.153
8 O 0.64 -1.64 -0.26  C7 1.389, C9 1.370
9 C 0.29 -0.80 0.77  N3 1.599, C7 1.443, O8 1.370, H17 1.003
10 H -2.46 -0.82 -0.26  C1 1.052
11 H -2.68 0.45 -1.38  C1 1.048
12 H -1.19 -0.40 -1.23  C1 1.036
13 H -1.49 1.98 0.07  C2 1.047
14 H -1.80 0.83 1.30  C2 1.050
15 H 3.20 -0.23 -0.89  N6 1.025
16 H 2.38 -1.68 1.05  C7 1.153
17 H -0.25 -1.06 1.57  C9 1.003

Atomic partial charges in e from the Mulliken method, atoms 1 to 5: C -1.04; C -0.66; N 0.40; N -0.24; N -0.69

Model 2:
Below is an isolated molecule of C4H8N4O, with properties calculated with ωB97M-V/def2-TZVPD.

Results
structure (SMILES)	[H]/N=C(/C)N/C(=N\[H])NC=O
charge	0
frontier orbital gap	0.3587	hartree
multiplicity	1
molar mass	128.135	g/mol
E_HOMO	-9.3	eV

Last columns: bonded neighbours and bond lengths (Å).
Cartesian coordinates (Å):
1 H 1.11 0.32 1.81  N2 0.956
2 N 1.26 -0.61 1.67  H1 0.956, C3 1.277
3 C 0.58 -1.08 0.70  N2 1.277, C4 1.513, N5 1.479
4 C 0.07 -2.51 0.74  C3 1.513, H12 1.203, H13 1.220, H14 1.053
5 N -0.31 -0.50 -0.33  C3 1.479, C6 1.516, H15 1.156
6 C -0.59 0.66 -1.26  N5 1.516, N7 1.226, N9 1.496
7 N -1.06 0.58 -2.39  C6 1.226, H8 1.115
8 H -1.64 -0.37 -2.28  N7 1.115
9 N 0.08 1.92 -0.81  C6 1.496, C10 1.442, H16 0.950
10 C 0.27 2.68 0.40  N9 1.442, O11 1.233, H17 1.091
11 O 0.54 2.16 1.48  C10 1.233
12 H 0.99 -3.09 0.23  C4 1.203
13 H -1.07 -2.18 0.46  C4 1.220
14 H 0.32 -2.77 1.73  C4 1.053
15 H -0.27 -1.50 -0.92  N5 1.156
16 H -0.25 2.57 -1.42  N9 0.950
17 H -0.02 3.71 0.19  C10 1.091

Atomic partial charges in e from the Mulliken method, atoms 1 to 5: H 0.48; N -0.71; C 0.61; C -1.19; N -0.42

Model 3:
Below is an isolated molecule of C4H8N4O, with properties calculated with ωB97M-V/def2-TZVPD.

Results
charge	0
frontier orbital gap	0.2815	hartree
multiplicity	1
molar mass	128.135	g/mol
E_HOMO	-7.1	eV

Last columns: bonded neighbours and bond lengths (Å).
Cartesian coordinates (Å):
1 C -1.33 1.49 1.93  N5 1.338, O9 1.344
2 C 0.41 -0.48 0.61  N6 1.388, N8 1.340
3 C -1.39 0.76 -0.39  N5 1.240, N6 1.423, N7 1.370
4 C 2.57 -1.01 -0.58  N8 1.437, H10 1.178, H11 1.044, H12 1.071
5 N -1.78 1.08 0.74  C1 1.338, C3 1.240
6 N -0.13 0.12 -0.52  C2 1.388, C3 1.423, H13 1.001
7 N -2.12 1.03 -1.51  C3 1.370, H14 1.050, H15 1.028
8 N 1.55 -1.17 0.41  C2 1.340, C4 1.437, H16 0.984
9 O -1.43 0.70 3.02  C1 1.344, H17 0.931
10 H 3.19 -0.02 -0.39  C4 1.178
11 H 3.18 -1.85 -0.56  C4 1.044
12 H 1.98 -0.78 -1.44  C4 1.071
13 H 0.16 0.14 -1.48  N6 1.001
14 H -1.98 0.44 -2.37  N7 1.050
15 H -3.13 1.24 -1.50  N7 1.028
16 H 1.81 -1.50 1.30  N8 0.984
17 H -1.57 -0.18 2.73  O9 0.931

Atomic partial charges in e from the Mulliken method, atoms 1 to 5: C -0.33; C -0.49; C 0.44; C -0.72; N -0.13

Model 4:
Below is an isolated molecule of C4H8N4O, with properties calculated with ωB97M-V/def2-TZVPD.

Results
structure (SMILES)	N\C=C/C(/C=N/N)=N/O
charge	0
frontier orbital gap	0.3052	hartree
multiplicity	1
molar mass	128.135	g/mol
E_HOMO	-7.9	eV

Last columns: bonded neighbours and bond lengths (Å).
Cartesian coordinates (Å):
1 N 2.45 -0.44 -0.15  C2 1.398, H10 1.136, H11 0.958
2 C 1.66 -1.59 -0.04  N1 1.398, C3 1.350, H12 1.119
3 C 0.31 -1.65 -0.04  C2 1.350, C4 1.472, H13 1.006
4 C -0.85 -0.75 -0.15  C3 1.472, C5 1.479, N8 1.333
5 C -0.69 0.71 -0.05  C4 1.479, N6 1.242, H14 1.178
6 N 0.30 1.44 -0.18  C5 1.242, N7 1.406
7 N 0.12 2.81 0.12  N6 1.406, H15 1.087, H16 0.942
8 N -2.04 -1.31 0.07  C4 1.333, O9 1.398
9 O -3.05 -0.34 -0.04  N8 1.398, H17 1.075
10 H 3.28 -0.73 0.56  N1 1.136
11 H 2.07 0.39 0.12  N1 0.958
12 H 2.21 -2.56 0.13  C2 1.119
13 H -0.02 -2.59 0.12  C3 1.006
14 H -1.74 1.24 0.08  C5 1.178
15 H -0.91 3.16 0.22  N7 1.087
16 H 0.75 3.20 -0.46  N7 0.942
17 H -3.85 -0.99 -0.32  O9 1.075

Atomic partial charges in e from the Mulliken method, atoms 1 to 5: N -0.56; C -0.13; C -0.65; C 0.43; C 0.20

Quick one: least stable of them? model 4

Model 1:
Below is an isolated molecule of C4H8N4O, with properties calculated with ωB97M-V/def2-TZVPD.

Results
structure (SMILES)	NC[C@H]1C=NNC=NO1
charge	0
frontier orbital gap	0.3289	hartree
multiplicity	1
molar mass	128.135	g/mol
E_HOMO	-8.8	eV

Last columns: bonded neighbours and bond lengths (Å).
Cartesian coordinates (Å):
1 N 2.88 0.13 0.32  C2 1.507, H10 1.049, H11 0.995
2 C 1.80 -0.71 -0.31  N1 1.507, C3 1.512, H12 1.233, H13 1.159
3 C 0.34 -0.32 -0.32  C2 1.512, C4 1.507, O9 1.466, H14 1.252
4 C -0.05 1.10 -0.63  C3 1.507, N5 1.386, H15 1.241
5 N -1.32 1.51 -0.26  C4 1.386, N6 1.344
6 N -2.35 0.66 -0.07  N5 1.344, C7 1.404, H16 1.229
7 C -2.39 -0.71 0.19  N6 1.404, N8 1.301, H17 1.144
8 N -1.54 -1.70 0.07  C7 1.301, O9 1.360
9 O -0.62 -1.29 -0.85  C3 1.466, N8 1.360
10 H 2.57 1.13 0.18  N1 1.049
11 H 2.64 0.22 1.29  N1 0.995
12 H 2.02 -1.82 0.18  C2 1.233
13 H 2.14 -0.59 -1.41  C2 1.159
14 H -0.05 -0.25 0.86  C3 1.252
15 H 0.46 2.23 -0.66  C4 1.241
16 H -3.21 1.25 0.58  N6 1.229
17 H -3.32 -0.85 0.84  C7 1.144

Atomic partial charges in e from the Mulliken method, atoms 1 to 5: N -0.65; C -0.55; C 0.38; C -0.22; N -0.54

Model 2:
Below is a cluster of 2 separate species, C4H8N4O in total, with properties calculated with ωB97M-V/def2-TZVPD.

Results
structure (SMILES)	[H]/N=N/NC=C.CC#[N+][O-]
charge	0
frontier orbital gap (alpha / beta)	0.3366 / 0.3366	hartree
multiplicity	1
molar mass	128.135	g/mol
E_HOMO (alpha / beta)	-8.6 / -8.6	eV

Last columns: bonded neighbours and bond lengths (Å).
Cartesian coordinates (Å):
1 H 3.32 -2.20 -1.63  N2 0.992
2 N 2.94 -1.34 -1.93  H1 0.992, N3 1.267
3 N 2.24 -1.01 -0.92  N2 1.267, N4 1.354
4 N 1.62 0.17 -1.18  N3 1.354, C5 1.379, H7 0.981
5 C 0.84 0.75 -0.20  N4 1.379, C6 1.337, H8 1.175
6 C 0.38 1.99 -0.39  C5 1.337, H9 1.156, H10 1.102
7 H 1.62 0.59 -2.07  N4 0.981
8 H 0.86 0.10 0.77  C5 1.175
9 H -0.30 2.77 0.12  C6 1.156
10 H 0.51 2.36 -1.42  C6 1.102
11 C -2.20 0.08 1.96  C12 1.466, H15 1.076, H16 1.049, H17 1.127
12 C -2.09 -0.85 0.83  C11 1.466, N13 1.168
13 N -1.59 -1.64 0.13  C12 1.168, O14 1.205
14 O -1.42 -2.50 -0.70  N13 1.205
15 H -2.93 -0.22 2.69  C11 1.076
16 H -2.60 0.91 1.46  C11 1.049
17 H -1.19 0.05 2.45  C11 1.127

Atomic partial charges in e from the Mulliken method, atoms 1 to 5: H 0.27; N -0.67; N -0.10; N 0.09; C 0.14

Quick one: least stable of them? model 1

Model 1:
Below is a cluster of 2 separate species, C3H11N5 in total, with properties calculated with ωB97M-V/def2-TZVPD.

Results
structure (SMILES)	N=C(N)N.C=CNN
charge	0
frontier orbital gap	0.3189	hartree
multiplicity	1
molar mass	117.156	g/mol
E_HOMO	-7.9	eV

Last columns: bonded neighbours and bond lengths (Å).
Cartesian coordinates (Å):
1 N 2.12 -0.88 -0.15  C2 1.280, H5 1.021
2 C 1.51 0.11 0.40  N1 1.280, N3 1.355, N4 1.461
3 N 1.53 0.27 1.74  C2 1.355, H6 1.014, H7 1.009
4 N 1.31 1.38 -0.28  C2 1.461, H8 1.011, H9 1.011
5 H 2.60 -0.58 -0.99  N1 1.021
6 H 1.59 -0.62 2.22  N3 1.014
7 H 0.79 0.86 2.11  N3 1.009
8 H 0.87 2.15 0.21  N4 1.011
9 H 1.41 1.38 -1.29  N4 1.011
10 C -2.40 1.06 -0.16  C11 1.341, H14 1.084, H15 1.084
11 C -1.52 0.22 -0.71  C10 1.341, N12 1.393, H16 1.087
12 N -1.01 -0.91 -0.07  C11 1.393, N13 1.400, H17 1.019
13 N -0.49 -1.95 -0.85  N12 1.400, H18 1.030, H19 1.021
14 H -2.68 1.00 0.89  C10 1.084
15 H -2.73 1.95 -0.70  C10 1.084
16 H -1.26 0.29 -1.77  C11 1.087
17 H -1.19 -0.99 0.92  N12 1.019
18 H 0.54 -1.91 -0.83  N13 1.030
19 H -0.98 -2.83 -0.68  N13 1.021

Atomic partial charges in e from the Mulliken method, atoms 1 to 5: N -0.90; C 0.77; N -0.54; N -0.52; H 0.21

Model 2:
Below is an isolated molecule of C3H11N5, with properties calculated with ωB97M-V/def2-TZVPD.

Results
structure (SMILES)	CNC/C(=N\N)NN
charge	0
frontier orbital gap	0.3327	hartree
multiplicity	1
molar mass	117.156	g/mol
E_HOMO	-8.2	eV

Last columns: bonded neighbours and bond lengths (Å).
Cartesian coordinates (Å):
1 C -1.74 -1.26 -0.78  N2 1.472, H9 1.058, H10 1.170, H11 1.134
2 N -1.43 -0.83 0.60  C1 1.472, C3 1.292, H12 1.054
3 C -0.18 -0.77 0.89  N2 1.292, C4 1.594, H13 1.126, H14 1.021
4 C 0.73 0.19 0.00  C3 1.594, N5 1.308, N7 1.508
5 N 1.98 0.22 -0.40  C4 1.308, N6 1.370
6 N 2.92 -0.69 -0.01  N5 1.370, H15 1.161, H16 1.018
7 N -0.18 1.26 -0.54  C4 1.508, N8 1.464, H17 1.094
8 N -0.70 2.13 0.52  N7 1.464, H18 1.218, H19 1.108
9 H -2.79 -1.27 -0.93  C1 1.058
10 H -1.23 -0.51 -1.51  C1 1.170
11 H -1.16 -2.18 -1.09  C1 1.134
12 H -2.02 -0.02 0.94  N2 1.054
13 H 0.22 -1.80 0.66  C3 1.126
14 H 0.18 -0.56 1.82  C3 1.021
15 H 3.88 -0.05 0.07  N6 1.161
16 H 2.61 -1.10 0.87  N6 1.018
17 H 0.38 1.77 -1.34  N7 1.094
18 H 0.06 3.07 0.41  N8 1.218
19 H -1.52 2.38 -0.19  N8 1.108

Atomic partial charges in e from the Mulliken method, atoms 1 to 5: C -0.78; N -0.28; C -0.96; C 0.40; N -0.34

Quick one: least stable of them? model 2

Model 1:
Below is a cluster of 2 separate species, C10H16O in total, with properties calculated with ωB97M-V/def2-TZVPD.

Results
structure (SMILES)	Cc1ccc(O)cc1.CCC
charge	0
frontier orbital gap	0.3323	hartree
multiplicity	1
molar mass	152.237	g/mol
E_HOMO	-8.1	eV

Last columns: bonded neighbours and bond lengths (Å).
Cartesian coordinates (Å):
1 C -0.36 -0.25 2.40  C2 1.526, H9 1.103, H10 1.083, H11 1.114
2 C -0.02 1.09 1.76  C1 1.526, C3 1.393, C8 1.393
3 C -1.16 1.82 1.44  C2 1.393, C4 1.393, H12 1.072
4 C -1.11 2.63 0.31  C3 1.393, C5 1.389, H13 1.090
5 C 0.12 2.73 -0.33  C4 1.389, O6 1.384, C7 1.380
6 O 0.26 3.43 -1.52  C5 1.384, H14 0.951
7 C 1.25 2.08 0.10  C5 1.380, C8 1.400, H15 1.081
8 C 1.25 1.21 1.20  C2 1.393, C7 1.400, H16 1.089
9 H 0.17 -1.03 1.83  C1 1.103
10 H -1.39 -0.47 2.63  C1 1.083
11 H 0.32 -0.31 3.28  C1 1.114
12 H -2.09 1.78 1.98  C3 1.072
13 H -2.01 3.08 -0.12  C4 1.090
14 H -0.55 3.91 -1.64  O6 0.951
15 H 2.04 2.18 -0.63  C7 1.081
16 H 2.10 0.57 1.42  C8 1.089
17 C 1.33 -2.48 -1.16  C18 1.534, H20 1.086, H21 1.091, H22 1.081
18 C 0.13 -1.57 -1.47  C17 1.534, C19 1.512, H23 1.100, H24 1.108
19 C -1.14 -2.40 -1.39  C18 1.512, H25 1.093, H26 1.093, H27 1.094
20 H 1.16 -2.91 -0.18  C17 1.086
21 H 2.31 -2.01 -1.10  C17 1.091
22 H 1.44 -3.25 -1.90  C17 1.081
23 H 0.22 -0.91 -0.60  C18 1.100
24 H 0.05 -0.90 -2.35  C18 1.108
25 H -1.46 -2.82 -2.34  C19 1.093
26 H -0.99 -3.32 -0.83  C19 1.093
27 H -1.89 -1.86 -0.80  C19 1.094

Atomic partial charges in e from the Mulliken method, atoms 1 to 5: C -1.18; C 0.82; C -1.01; C -0.48; C 0.66

Model 2:
Below is a cluster of 2 separate species, C10H16O in total, with properties calculated with ωB97M-V/def2-TZVPD.

Results
charge	0
frontier orbital gap	0.3070	hartree
multiplicity	1
molar mass	152.237	g/mol
E_HOMO	-9.1	eV

Last columns: bonded neighbours and bond lengths (Å).
Cartesian coordinates (Å):
1 C 1.43 0.20 -0.47  C2 1.567, C9 1.365, H12 1.244, O27 1.447
2 C 0.92 -1.12 0.20  C1 1.567, C3 1.554, C7 1.549, H13 1.113
3 C -0.39 -1.55 -0.53  C2 1.554, C4 1.589, H14 1.164, H15 1.169
4 C -1.40 -0.33 -0.60  C3 1.589, C5 1.638, C10 1.434, H16 1.047
5 C -1.95 0.09 0.89  C4 1.638, C6 1.362, H17 1.055, H18 1.278
6 C -0.78 0.27 1.56  C5 1.362, C7 1.430, C8 1.547, H19 1.034
7 C 0.21 -0.77 1.53  C2 1.549, C6 1.430, H20 1.214, H21 1.204
8 C -0.02 1.50 1.02  C6 1.547, C9 1.437, H22 1.226, H23 1.093
9 C 0.50 1.18 -0.28  C1 1.365, C8 1.437, C10 1.572, H24 1.067
10 C -0.64 0.70 -1.25  C4 1.434, C9 1.572, H25 1.164, H26 1.068
11 H 3.14 -0.18 -1.61  no bonds
12 H 2.61 0.30 -0.09  C1 1.244
13 H 1.61 -1.95 0.48  C2 1.113
14 H -1.05 -2.43 -0.16  C3 1.164
15 H -0.09 -1.90 -1.61  C3 1.169
16 H -2.07 -0.63 -1.35  C4 1.047
17 H -2.45 -0.79 1.18  C5 1.055
18 H -2.88 0.90 0.55  C5 1.278
19 H -0.76 0.35 2.59  C6 1.034
20 H 1.12 -0.25 2.15  C7 1.214
21 H 0.27 -1.63 2.37  C7 1.204
22 H 0.98 1.59 1.73  C8 1.226
23 H -0.57 2.43 0.89  C8 1.093
24 H 1.24 1.80 -0.72  C9 1.067
25 H -1.14 1.71 -1.53  C10 1.164
26 H -0.25 0.34 -2.18  C10 1.068
27 O 1.62 -0.07 -1.88  C1 1.447

Atomic partial charges in e from the Mulliken method, atoms 1 to 5: C -0.24; C -0.38; C -1.05; C 0.13; C -0.81

Quick one: least stable of them? model 2